[1]
DFT (ωB97M-V with the def2-TZVPD basis set) results for 2 unconnected molecules or ions with the total composition C2H6S2 at a distorted geometry.

Geometry as XYZ:
```
10
Properties=species:S:1:pos:R:3:forces:R:3
C 2.13931 -0.22106 -0.65278 1.02 -1.22 1.42
C -2.13465 0.11901 0.69421 -1.60 0.97 -2.32
S 1.57092 0.89020 0.63399 -1.74 0.31 -0.98
S -1.34925 1.10234 -0.59513 1.89 -0.64 1.20
H 3.25268 -0.46809 -0.63211 -1.30 0.10 0.93
H 2.12007 0.20811 -1.59132 -0.72 1.12 -2.01
H 1.50378 -1.10648 -0.59333 0.52 -0.12 -0.28
H -2.60735 0.70121 1.42083 -0.05 0.82 1.51
H -1.57544 -0.67760 0.96869 2.73 -1.79 1.70
H -2.92006 -0.54764 0.34695 -0.75 0.46 -1.17
```
Positions in Å, forces in eV/Å.

Output
Lowest unoccupied orbital energy (spin up / spin down): -2.81 / -2.81 eV
Maximum force: 0.072 hartree/bohr
DFT total energy: -23838.1770 eV
HOMO (spin up / spin down): -9.06 / -9.07 eV
Energy relative to the best compared isomer or geometry (same formula, charge and spin): 350.8 kJ/mol
HOMO-LUMO gap (spin up / spin down): 6.2473 / 6.2629 eV
Molecular weight: 94.2 g/mol

=====

[2]
DFT (ωB97M-V with the def2-TZVPD basis set) results for a molecular structure, C10H10F6HfN7O5S2 at a distorted geometry.

Geometry as XYZ:
```
41
Properties=species:S:1:pos:R:3:forces:R:3
Hf -0.17084 0.17881 0.16278 -0.42 -0.94 -0.59
F 2.30711 4.03249 2.44858 0.02 -0.03 -0.03
C 1.03658 3.81109 2.40501 -0.03 0.05 -0.08
F 0.43450 4.43009 1.42519 0.04 0.02 0.06
F 0.44051 3.95516 3.54237 -0.03 -0.02 0.01
S 0.82696 1.93811 1.92869 0.14 -0.06 0.35
O -0.62999 1.56251 1.73172 -0.27 0.27 0.29
O 1.34885 1.66938 0.54056 0.28 0.16 -0.11
N 1.45983 1.09746 3.05328 0.00 0.13 -0.02
S 1.32426 -0.49270 2.89592 -0.09 0.11 0.13
O 2.21023 -1.21777 3.69660 0.04 -0.06 0.04
O 1.25023 -0.79718 1.43211 0.10 -0.09 -0.13
C -0.46648 -0.94478 3.33658 0.03 0.04 0.01
F -1.03461 -0.07641 4.10752 0.00 -0.01 -0.01
F -0.51356 -2.14834 3.79123 0.02 -0.02 -0.01
F -1.17763 -0.94818 2.08986 0.08 0.11 -0.07
N 0.02115 -5.45910 -3.41933 -0.02 0.01 0.00
C -0.81709 -4.64600 -2.81851 0.06 -0.07 -0.02
N -2.10779 -4.89757 -2.73019 -0.03 0.01 0.01
N -0.28588 -3.51397 -2.28906 0.02 0.04 0.08
C -0.41289 -2.52483 -1.61048 -0.07 -0.02 -0.12
N -0.42124 -1.49751 -0.97637 0.09 0.14 0.19
H -0.28164 -6.31928 -3.85510 -0.01 0.00 0.00
H 1.00455 -5.23534 -3.45893 0.00 0.01 0.01
H -2.50818 -5.73783 -3.12509 0.00 0.00 0.00
H -2.74083 -4.25358 -2.28553 0.01 0.01 0.00
N -4.78343 3.67434 -1.15588 -0.07 0.00 -0.01
C -4.29910 3.15348 -2.30761 0.12 0.00 0.02
O -4.92786 2.92553 -3.30842 -0.02 -0.01 0.00
C -2.83751 2.72840 -2.30722 -0.07 -0.03 -0.03
C -2.09366 2.93144 -3.47056 0.00 -0.01 0.07
C -0.80120 2.43156 -3.55708 -0.01 -0.03 -0.05
C -0.31244 1.68391 -2.50994 0.02 0.08 0.02
N -1.03226 1.46245 -1.38699 0.04 0.14 -0.02
C -2.27450 1.99845 -1.28572 0.01 0.05 0.04
H -5.74554 3.98603 -1.18360 0.00 0.00 0.01
H -4.18108 4.16189 -0.51382 0.02 0.00 -0.01
H -2.54773 3.47065 -4.29362 0.01 0.00 -0.01
H -0.19154 2.59428 -4.43480 0.00 -0.01 0.00
H 0.68201 1.24804 -2.55581 0.00 0.01 -0.01
H -2.82655 1.80907 -0.36922 -0.01 0.02 0.00
```
Positions in Å, forces in eV/Å.

Output
Lowest unoccupied orbital energy: -10.99 eV
Total charge: +3
Maximum force: 0.023 hartree/bohr
DFT total energy: -70456.3800 eV
HOMO: -17.59 eV
Energy relative to the best compared isomer or geometry (same formula, charge and spin): 41.7 kJ/mol
HOMO-LUMO gap: 6.5996 eV
Molecular weight: 664.8 g/mol